123
Properties=species:S:1:pos:R:3:forces:R:3 method="wB97M-V/def2-TZVPD" energy_ev=-88371.72348 fmax_ha_per_bohr=0.085 multiplicity=1 gap_ha=0.167 charge=-2
C 7.6314 -2.9799 4.0683 0.572 0.740 0.791
C 7.1840 -3.6744 3.1924 -0.236 -1.015 -1.776
C 6.6963 -4.4540 1.9589 -0.431 0.062 -0.174
C 5.4021 -3.8126 1.2382 0.079 -0.002 1.242
C 5.2178 -2.2690 1.4943 0.197 0.096 0.543
B 4.3560 -1.4753 0.3454 -0.292 -0.144 0.388
O 5.3733 -0.4683 -0.2301 0.090 0.498 -0.335
N 5.4476 0.6452 0.5313 1.503 -1.124 -0.339
O 6.6031 0.8623 0.8026 -0.500 0.736 -0.078
O 3.7403 -2.3868 -0.6287 -0.978 0.888 -0.421
C 2.3129 -2.2728 -0.4053 -0.225 -0.805 -1.199
C 1.3709 -2.7484 -1.5985 0.816 1.576 -0.469
O 0.0834 -3.0436 -1.0333 0.575 -1.050 -0.947
C -0.4461 -4.2866 -1.4732 -1.171 -1.167 0.953
C -1.1872 -5.0155 -0.2600 0.296 0.371 0.282
C -1.8869 -4.0072 0.7471 -0.851 -0.974 0.086
C 2.0853 -3.3632 0.7322 -0.956 -4.162 1.021
O 1.9870 -3.1320 1.9537 0.139 1.609 -0.804
O 2.0489 -4.6309 0.3251 0.295 3.531 -0.469
C 2.1256 -0.7297 -0.0640 0.305 -0.414 1.644
C 0.7163 -0.2505 0.5340 1.801 -1.076 0.707
C 0.5864 -0.4359 2.0769 -1.938 -0.227 -0.128
C -0.6993 -0.6623 2.5697 1.008 0.239 -0.613
P 2.3699 0.5370 -1.4916 1.415 -0.747 -1.579
O 3.0593 1.9509 -0.8395 -2.633 -1.071 -0.581
O 0.8691 0.9565 -2.2203 1.456 0.967 2.063
S 3.5060 -0.0840 -2.9261 -0.073 0.246 -0.258
O 3.2596 -0.5609 0.7953 -2.093 0.224 -0.388
H 8.0721 -2.2805 4.8025 -0.731 -1.033 -0.950
H 7.4816 -4.5392 1.1476 -0.384 0.372 1.297
H 6.4156 -5.5241 2.2044 0.503 1.205 0.103
H 5.4894 -4.0968 0.1549 -0.296 0.394 1.047
H 4.5145 -4.3409 1.6924 0.719 0.577 -0.891
H 6.2125 -1.7288 1.5903 -0.916 -0.840 -0.074
H 4.6882 -2.1172 2.4820 0.551 -0.334 -0.875
H 1.8301 -3.5714 -2.2031 -0.442 0.452 0.936
H 1.2111 -1.8815 -2.3199 0.269 -0.902 0.692
H -1.2251 -4.1271 -2.2802 0.751 0.065 0.541
H 0.3164 -5.0204 -1.8454 -0.340 0.995 0.285
H -1.9630 -5.7209 -0.6714 0.701 0.635 0.166
H -0.4606 -5.6362 0.3454 -0.543 0.830 -0.912
H -1.9893 -2.9583 0.3701 0.399 -0.937 0.407
H -1.3866 -4.0665 1.7541 -0.327 0.504 -1.144
H -2.9468 -4.3886 0.9108 1.032 0.520 -0.074
H -0.1279 -0.6892 -0.0630 0.723 0.236 0.717
H 0.6903 0.8748 0.3574 -0.229 -1.074 0.597
H 1.4844 -0.3464 2.7404 -0.886 1.033 -0.872
H -1.1653 -0.0237 3.3742 0.981 -1.676 0.138
H -1.3114 -1.4842 2.0994 0.101 1.887 -0.188
H 2.2889 2.5019 -0.5816 0.840 -0.076 0.232
H 0.5638 1.7110 -1.6689 -0.414 -0.630 -0.602
C 7.4976 -2.5046 -3.2222 0.193 0.078 0.043
C 6.9248 -3.8607 -3.6082 -0.478 0.472 0.360
C 5.6473 -3.7087 -4.4171 -0.141 -0.111 -0.216
O 6.6540 -4.6149 -2.4302 0.230 -0.249 -0.062
H 6.7904 -1.9453 -2.6018 -0.065 -0.021 -0.104
H 8.4092 -2.6276 -2.6316 -0.017 -0.039 -0.067
H 7.7321 -1.9079 -4.1082 -0.032 0.017 0.025
H 7.6642 -4.4213 -4.1885 -0.013 -0.144 0.158
H 4.8805 -3.1893 -3.8343 0.120 0.104 0.010
H 5.2382 -4.6882 -4.6787 0.091 0.008 -0.005
H 5.8262 -3.1472 -5.3381 -0.048 0.029 0.034
H 5.9992 -4.1276 -1.9081 0.000 -0.027 -0.068
C -4.7733 0.0000 4.0401 0.166 0.136 0.220
C -4.4298 -0.1786 2.5699 -0.397 -0.393 0.192
C -5.6680 -0.0615 1.6943 -0.050 0.133 -0.253
O -3.8292 -1.4549 2.3747 0.100 0.037 -0.098
H -5.4742 -0.7723 4.3744 -0.103 0.064 -0.112
H -3.8764 -0.0977 4.6570 0.021 0.054 -0.110
H -5.2204 0.9790 4.2250 -0.025 -0.066 0.008
H -3.6967 0.5724 2.2709 0.074 -0.196 0.001
H -6.3991 -0.8365 1.9478 0.016 0.043 0.123
H -5.4077 -0.2030 0.6424 0.055 0.047 0.060
H -6.1416 0.9162 1.8096 0.005 -0.042 0.021
H -4.4675 -2.1304 2.6357 0.082 0.079 -0.040
C -3.6134 5.1590 1.8479 0.320 0.028 0.026
C -4.2045 3.8150 1.4517 -0.504 0.457 0.230
C -5.4974 3.9897 0.6713 -0.055 -0.147 -0.278
O -4.4547 3.0420 2.6245 0.176 -0.208 0.030
H -4.3036 5.7130 2.4928 -0.095 -0.018 -0.115
H -2.6911 5.0194 2.4163 -0.021 -0.034 -0.092
H -3.3934 5.7684 0.9680 -0.036 0.004 0.037
H -3.4832 3.2601 0.8476 -0.035 -0.130 0.190
H -6.2521 4.5046 1.2757 0.107 0.094 0.044
H -5.9175 3.0178 0.4020 0.098 0.025 -0.014
H -5.3315 4.5643 -0.2432 -0.048 -0.018 0.045
H -5.0915 3.5221 3.1682 0.080 -0.014 -0.110
C -3.0941 7.4795 -2.2236 0.152 -0.019 0.228
C -3.6014 6.1952 -2.8612 -0.241 0.592 -0.253
C -3.6925 6.3274 -4.3732 0.044 -0.230 -0.163
O -4.8888 5.8777 -2.3325 -0.001 -0.253 0.158
H -3.7740 8.3120 -2.4312 0.025 -0.041 -0.133
H -3.0437 7.3745 -1.1375 0.054 -0.046 -0.068
H -2.1008 7.7397 -2.5959 -0.047 0.021 0.023
H -2.9344 5.3694 -2.6044 -0.201 -0.051 0.077
H -4.3926 7.1212 -4.6530 0.086 0.081 0.089
H -4.0679 5.4026 -4.8166 0.091 0.014 0.056
H -2.7171 6.5532 -4.8095 -0.056 0.004 -0.007
H -5.4882 6.6012 -2.5534 0.107 -0.072 0.003
C 5.3385 1.9946 -6.3456 0.239 0.084 0.043
C 4.6423 1.1903 -7.4319 -0.424 0.149 0.622
C 3.4212 1.9244 -7.9669 -0.086 0.026 -0.292
O 4.2446 -0.0708 -6.9074 0.047 -0.098 -0.316
H 4.6700 2.1619 -5.4960 -0.036 -0.019 -0.075
H 6.2056 1.4523 -5.9628 -0.051 0.015 -0.057
H 5.6718 2.9651 -6.7241 -0.006 -0.004 0.016
H 5.3413 0.9950 -8.2500 -0.057 -0.180 0.040
H 2.6881 2.0893 -7.1719 0.134 0.043 0.063
H 2.9245 1.3307 -8.7385 0.082 0.020 0.000
H 3.6970 2.8926 -8.3937 -0.039 0.000 0.023
H 3.6245 0.0903 -6.1807 0.196 -0.095 0.085
C -8.9379 0.1775 7.9972 -0.209 -0.214 0.014
C -7.6959 -0.0516 7.1490 -0.040 0.696 0.232
C -6.4682 0.5840 7.7825 0.265 -0.146 -0.036
O -7.8989 0.4990 5.8500 -0.082 -0.253 -0.191
H -9.1483 1.2470 8.0982 0.137 -0.003 0.050
H -9.8133 -0.2747 7.5251 0.078 -0.040 0.028
H -8.8191 -0.2500 8.9956 -0.023 0.049 -0.018
H -7.5303 -1.1239 7.0228 -0.023 0.083 -0.202
H -6.5952 1.6673 7.8761 -0.118 -0.042 0.069
H -5.5872 0.4210 7.1580 -0.066 -0.063 0.038
H -6.2752 0.1688 8.7744 0.009 0.052 -0.023
H -8.0462 1.4477 5.9478 0.059 -0.119 0.021